Arrangement A

The following is a DFT calculation (ωB97M-V/def2-TZVPD) of the molecule C5H8OS.

```
15
Properties=species:S:1:pos:R:3:nbo_charge:R:1
S -0.687 -1.080 0.323 1.598
O -1.384 -2.033 -0.520 -0.926
C 1.687 -0.809 -0.425 -0.255
C 0.398 1.305 -0.762 -0.441
C -0.913 0.641 -0.366 -0.596
C 1.635 0.424 -0.811 -0.268
C -1.295 -1.029 1.883 -0.938
H -1.482 -2.000 2.309 0.233
H 0.284 1.761 -1.748 0.228
H 2.379 -1.610 -0.330 0.215
H -1.429 1.213 0.399 0.247
H -0.752 -0.348 2.520 0.213
H 2.503 0.968 -1.192 0.215
H 0.622 2.116 -0.059 0.222
H -1.567 0.480 -1.220 0.253
```

Computed properties:
- Net charge: 0



Arrangement B

The following is a DFT calculation (ωB97M-V/def2-TZVPD) of the molecule C5H8OS.

```
15
Properties=species:S:1:pos:R:3:nbo_charge:R:1
S 0.904 1.634 -0.088 0.126
O 1.888 -0.753 0.495 -0.435
C -0.460 0.783 -0.550 -0.440
C -2.714 0.423 0.279 -0.406
C 2.392 0.216 -0.184 -0.095
C 0.998 -1.644 0.127 -0.068
C -1.421 0.466 0.522 -0.245
H -0.891 0.766 -1.567 0.203
H -0.885 0.398 1.467 0.213
H 3.405 0.533 0.262 0.214
H -3.122 0.619 -0.703 0.188
H 0.542 -1.606 -0.848 0.177
H 0.416 -2.165 1.006 0.192
H 2.454 0.069 -1.236 0.176
H -3.506 0.261 1.017 0.200
```

Computed properties:
- Net charge: 0



Arrangement C

The following is a DFT calculation (ωB97M-V/def2-TZVPD) of the molecule C5H8OS.

```
15
Properties=species:S:1:pos:R:3:nbo_charge:R:1
S 2.047 -0.261 -0.243 0.021
O -1.024 -1.013 -0.503 -0.542
C -1.121 -0.931 0.897 -0.091
C 0.764 0.717 0.380 -0.405
C -0.700 1.279 -0.271 -0.236
C -0.565 0.497 1.093 -0.264
C -1.516 0.253 -1.035 -0.097
H -2.540 0.581 -1.024 0.187
H -0.520 -1.845 1.284 0.215
H -0.829 2.246 -0.154 0.210
H -2.277 -0.931 1.092 0.183
H 1.316 1.681 0.587 0.228
H -1.190 0.043 -2.088 0.204
H -0.658 0.904 2.040 0.217
H 0.963 -1.287 -0.205 0.170
```

Computed properties:
- Net charge: 0
- Structure (SMILES): S[C@H]1[C@H]2COC[C@@H]12



The computed energies, referenced to the most stable structure and given in eV, are arrangement A 1.620; arrangement B 1.487; arrangement C 0.000.



Arrangement A

The following is a DFT calculation (ωB97M-V/def2-TZVPD) of the molecule C4H8N2OS.

```
16
Properties=species:S:1:pos:R:3:nbo_charge:R:1
S -1.107 0.408 -2.684 -0.064
O 0.313 0.085 -0.606 -0.534
N 1.647 -1.732 0.352 -0.714
N 0.103 -0.644 1.710 -0.605
C -0.650 0.557 2.130 -0.203
C 0.229 1.812 2.514 -0.640
C -0.109 -0.529 -1.724 0.064
C 0.802 -0.795 0.583 0.701
H 1.796 -1.636 -0.570 0.338
H 1.037 1.423 3.227 0.207
H -1.326 0.809 1.446 0.206
H 0.803 2.226 1.638 0.218
H -1.335 0.372 3.086 0.206
H 0.096 -1.586 -1.790 0.186
H 0.583 -1.166 2.355 0.406
H -0.320 2.720 2.952 0.229
```

Computed properties:
- Net charge: 0
- Structure (SMILES): [H]/N=C(/NCC)OC=S



Arrangement B

The following is a DFT calculation (ωB97M-V/def2-TZVPD) of the molecule C4H8N2OS.

```
16
Properties=species:S:1:pos:R:3:nbo_charge:R:1
S 2.234 -1.026 0.013 -0.242
O -3.157 -0.198 -0.441 -0.727
N -0.050 0.239 -0.033 -0.468
N 1.684 1.721 -0.167 -0.814
C -0.769 -1.044 -0.021 -0.223
C -2.057 -0.254 0.454 0.083
C -1.187 0.997 0.411 -0.247
C 1.364 0.405 -0.138 0.292
H 0.703 2.287 -0.244 0.403
H -1.038 -1.693 -0.946 0.213
H 2.617 2.207 -0.185 0.442
H -3.048 -0.100 -1.341 0.479
H -1.492 1.646 -0.474 0.192
H -0.380 -1.738 0.806 0.219
H -1.034 1.576 1.411 0.205
H -2.372 -0.539 1.457 0.195
```

Computed properties:
- Net charge: 0
- Structure (SMILES): NC(=S)N1CC(O)C1



The computed energies, referenced to the most stable structure and given in eV, are arrangement A 0.159; arrangement B 0.000.



Arrangement A

The following is a DFT calculation (ωB97M-V/def2-TZVPD) of the molecule C4H8N2OS.

```
16
Properties=species:S:1:pos:R:3:nbo_charge:R:1
S 3.643 -0.655 -0.112 0.055
O -1.337 -0.361 -0.229 -0.418
N -0.173 -1.108 -0.096 -0.179
N 1.122 0.961 -0.170 -0.625
C 0.255 2.054 0.025 -0.401
C 2.144 -1.210 0.067 -0.278
C -2.545 -1.165 -0.016 -0.241
C 0.884 -0.400 -0.072 0.286
H -2.352 -1.614 0.944 0.188
H -0.032 2.172 1.111 0.178
H 0.732 2.980 -0.284 0.203
H 2.155 1.128 -0.057 0.403
H 2.021 -2.258 0.352 0.225
H -3.338 -0.466 -0.060 0.196
H -2.547 -1.928 -0.801 0.186
H -0.632 1.870 -0.601 0.221
```

Computed properties:
- Net charge: 0
- Structure (SMILES): CN/C(C=S)=N\OC



Arrangement B

The following is a DFT calculation (ωB97M-V/def2-TZVPD) of the molecule C4H8N2OS.

```
16
Properties=species:S:1:pos:R:3:nbo_charge:R:1
S -1.801 -1.864 -0.118 0.207
O -2.723 0.942 0.513 -0.569
N -0.782 1.995 -0.106 -0.846
N -0.851 -0.495 -0.376 -0.662
C 1.620 0.155 -0.037 -0.430
C 0.288 -0.413 0.524 -0.080
C 1.515 -1.316 0.139 -0.421
C -1.612 0.952 0.060 0.814
H 2.272 0.651 0.671 0.215
H 1.875 -1.934 0.886 0.216
H 0.185 -0.075 1.589 0.204
H -0.169 2.172 -0.867 0.415
H -1.217 2.930 0.196 0.405
H -1.642 -2.291 -1.356 0.100
H 1.851 0.508 -1.047 0.217
H 1.191 -1.917 -0.669 0.214
```

Computed properties:
- Net charge: 0
- Structure (SMILES): NC(=O)N(S)C1CC1



The computed energies, referenced to the most stable structure and given in eV, are arrangement A 0.589; arrangement B 0.000.



Arrangement A

The following is a DFT calculation (ωB97M-V/def2-TZVPD) of the molecule C4H8N2OS.

```
16
Properties=species:S:1:pos:R:3:nbo_charge:R:1
S 2.893 2.157 0.736 -0.183
O -0.854 -0.149 -0.457 -0.552
N 0.624 2.047 -0.634 -0.791
N 0.091 -2.058 0.255 -0.863
C -2.134 -0.416 0.224 -0.275
C 1.438 0.059 0.374 -0.423
C 1.574 1.431 0.108 0.061
C 0.261 -0.660 0.152 0.536
H -2.831 0.009 -0.596 0.211
H 0.834 3.055 -0.915 0.401
H -0.005 1.600 -1.345 0.413
H -2.347 -1.548 0.408 0.194
H -2.044 0.197 1.144 0.209
H 0.782 -2.848 0.468 0.425
H 2.416 -0.619 0.518 0.247
H -0.698 -2.258 -0.439 0.391
```

Computed properties:
- Net charge: 0
- Structure (SMILES): CO/C(N)=C\C(N)=S



Arrangement B

The following is a DFT calculation (ωB97M-V/def2-TZVPD) of the molecule C4H8N2OS.

```
16
Properties=species:S:1:pos:R:3:nbo_charge:R:1
S -1.861 0.448 1.882 -0.042
O -1.270 1.410 -2.553 -0.516
N 0.406 -0.611 -0.211 -0.528
N 2.283 -1.547 0.771 -0.804
C -1.774 0.509 0.073 -0.512
C -0.350 0.609 -0.472 -0.191
C 1.456 -0.499 0.507 0.297
C -0.379 0.858 -1.967 0.452
H 1.934 -2.466 0.528 0.399
H -1.204 -0.707 1.993 0.121
H 1.783 0.476 0.978 0.152
H 2.917 -1.498 1.557 0.394
H -2.333 1.370 -0.232 0.242
H 0.137 1.524 -0.020 0.198
H 0.528 0.482 -2.517 0.112
H -2.274 -0.358 -0.316 0.226
```

Computed properties:
- Net charge: 0
- Structure (SMILES): N/C=N/[C@@H](C=O)CS



Arrangement C

The following is a DFT calculation (ωB97M-V/def2-TZVPD) of the molecule C4H8N2OS.

```
16
Properties=species:S:1:pos:R:3:nbo_charge:R:1
S -0.965 0.624 -1.359 0.226
O -2.059 -0.727 1.084 -0.547
N 0.290 -1.655 -0.203 -0.861
N -2.344 0.555 0.989 -0.043
C 1.386 -0.645 -0.280 -0.065
C -1.837 1.285 0.034 -0.228
C 1.276 0.759 0.603 -0.420
C 0.728 0.619 -0.908 -0.415
H 2.371 -1.062 -0.636 0.206
H 0.490 0.734 1.448 0.235
H -1.344 -1.011 0.470 0.485
H 2.088 1.452 0.809 0.233
H -2.176 2.316 0.074 0.212
H 1.350 1.199 -1.503 0.224
H 0.307 -2.031 -1.126 0.376
H 0.437 -2.409 0.506 0.382
```

Computed properties:
- Net charge: 0
- Structure (SMILES): N[C@@H]1C[C@@H]1S/C=N\O



The computed energies, referenced to the most stable structure and given in eV, are arrangement A 1.527; arrangement B 0.000; arrangement C 3.407.



Arrangement A

The following is a DFT calculation (ωB97M-V/def2-TZVPD) of a structure of composition C5H15N3O.

```
24
Properties=species:S:1:pos:R:3:nbo_charge:R:1
O 1.985 -1.759 0.746 -0.785
N -0.850 1.881 0.345 -0.662
N 0.412 -2.231 -1.405 -0.846
N 1.485 0.652 0.548 -0.702
C 2.387 0.757 -0.599 -0.426
C -0.264 -1.412 -0.441 -0.323
C 1.035 -0.979 0.833 0.361
C -1.662 0.986 0.796 0.258
C -3.025 0.691 0.296 -0.702
H 3.152 -0.022 -0.550 0.231
H 0.479 -0.875 1.783 0.068
H -0.732 -0.574 -0.955 0.151
H -1.183 2.448 -0.431 0.373
H 0.436 1.460 0.498 0.433
H 2.884 1.730 -0.622 0.191
H -3.049 -0.337 -0.078 0.265
H -3.331 1.376 -0.494 0.222
H -1.277 0.363 1.594 0.197
H 1.814 0.625 -1.517 0.188
H 1.120 -2.782 -0.916 0.383
H 0.934 -1.652 -2.054 0.340
H 1.993 0.906 1.393 0.374
H -3.749 0.752 1.111 0.246
H -0.994 -2.003 0.120 0.165
```

Computed properties:
- Net charge: 0



Arrangement B

The following is a DFT calculation (ωB97M-V/def2-TZVPD) of a cluster of 2 separate species, C5H15N3O in total.

```
24
Properties=species:S:1:pos:R:3:nbo_charge:R:1
O 0.720 -0.130 -1.403 -0.739
N -1.219 0.719 -0.527 -0.511
N 2.040 -0.240 1.046 -0.821
N -1.864 1.709 0.334 -0.686
C 0.808 2.164 -0.810 -0.649
C 0.239 0.787 -0.471 0.374
C -0.470 -2.806 -0.537 -0.461
C 0.721 0.345 1.013 -0.255
C -0.902 -2.505 0.680 -0.343
H 0.452 -3.347 -0.690 0.203
H -1.844 -2.005 0.835 0.203
H -1.565 1.495 1.281 0.344
H 2.077 -1.049 0.432 0.358
H 1.884 2.177 -0.656 0.207
H 2.725 0.417 0.686 0.354
H 0.278 -1.005 -1.220 0.490
H -1.099 -2.675 -1.406 0.207
H 0.605 2.387 -1.856 0.216
H 0.012 -0.359 1.451 0.194
H 0.338 2.917 -0.183 0.226
H -2.854 1.482 0.295 0.353
H -0.307 -2.696 1.558 0.198
H 0.727 1.246 1.626 0.186
H -1.499 0.972 -1.478 0.351
```

Computed properties:
- Net charge: 0
- Structure (SMILES): C[C@@](O)(CN)NN.C=C



Arrangement C

The following is a DFT calculation (ωB97M-V/def2-TZVPD) of a cluster of 3 separate species, C5H15N3O in total.

```
24
Properties=species:S:1:pos:R:3:nbo_charge:R:1
O -1.076 0.873 0.940 -0.681
N 1.514 0.908 0.175 -0.622
N -1.101 -1.754 0.023 -0.707
N -0.877 -1.978 1.420 -0.669
C 2.329 1.403 1.262 -0.403
C -1.966 0.410 0.176 0.443
C 1.922 -0.122 -0.585 0.110
C -2.200 1.037 -1.177 -0.708
C 1.138 -0.786 -1.489 -0.697
H -2.924 0.153 0.664 0.132
H -0.763 -1.055 1.849 0.352
H 0.281 -0.274 -1.909 0.211
H -0.140 -1.559 -0.544 0.418
H 1.598 -1.504 -2.151 0.219
H 2.964 -0.410 -0.465 0.183
H -1.260 1.341 -1.633 0.225
H -2.000 -2.128 -0.276 0.379
H -2.770 0.366 -1.824 0.219
H 0.041 -2.402 1.537 0.337
H -2.807 1.933 -1.044 0.242
H 2.078 0.900 2.204 0.184
H 3.399 1.249 1.064 0.194
H 2.158 2.467 1.392 0.203
H 0.459 0.933 0.393 0.437
```

Computed properties:
- Net charge: 0
- Structure (SMILES): C=CNC.CC=O.NN



The computed energies, referenced to the most stable structure and given in eV, are arrangement A 1.051; arrangement B 0.000; arrangement C 1.244.